1.
97
Properties=species:S:1:pos:R:3:mulliken_spin:R:1 method="wB97M-V/def2-TZVPD" homo_lumo_gap_ev="8.67 / 9.79" spin_multiplicity=2 charge=0 e_homo_ev="-7.963 / -9.088" mol_weight_g_mol=530.82
C 6.52286 -1.74683 1.13600 0.000
C 6.27162 -0.67922 2.19594 0.000
C 4.87886 -0.06632 2.09810 0.000
O 4.60904 0.23709 0.74711 -0.002
C 3.22750 0.43608 0.38887 0.002
C 2.55650 -0.96706 0.32427 -0.009
C 1.64056 -1.29511 -0.85808 0.055
C 1.00355 -2.69606 -0.72936 -0.002
C -0.47487 -2.73746 -1.12940 0.003
C -1.37320 -1.95802 -0.17116 0.000
C -2.86068 -2.30814 -0.28221 -0.001
C -3.66907 -1.95163 0.98025 0.000
C -4.52012 -0.68576 0.83896 0.000
C -5.63859 -0.59307 1.89214 0.000
C -7.03028 -0.89498 1.34398 0.000
O -7.71380 0.33481 1.13788 0.000
C -8.80371 0.20532 0.25962 0.000
C 3.32493 1.13716 -0.97301 0.011
C 2.20082 2.12482 -1.35958 0.000
C 2.67526 3.59414 -1.28824 0.041
C 1.76757 1.83149 -2.79732 0.009
N 1.01107 1.93884 -0.48704 0.346
O -0.04457 2.53117 -0.89143 0.549
C 1.18679 1.94147 0.99617 -0.001
C 0.04959 1.08865 1.56749 -0.011
C 1.04721 3.35246 1.56977 0.025
C 2.55055 1.35437 1.40707 0.026
H 5.72558 -2.49375 1.13659 0.000
H 6.58514 -1.31396 0.13971 0.000
H 7.45838 -2.27202 1.33356 0.000
H 7.01931 0.11376 2.10420 0.000
H 6.35678 -1.13384 3.18453 0.000
H 4.16389 -0.77973 2.52963 0.000
H 4.84572 0.84696 2.70315 0.000
H 3.37488 -1.69400 0.30726 0.000
H 2.00686 -1.15964 1.24940 -0.001
H 0.85101 -0.54911 -0.96626 -0.032
H 2.22770 -1.28229 -1.77709 0.004
H 1.56702 -3.41974 -1.32251 0.000
H 1.07544 -3.01997 0.31573 0.000
H -0.57512 -2.33929 -2.14495 0.000
H -0.79521 -3.78377 -1.14462 0.000
H -1.26487 -0.89112 -0.38116 -0.003
H -1.01722 -2.10285 0.85535 0.000
H -3.27432 -1.73074 -1.11341 0.000
H -2.97512 -3.36800 -0.51999 0.000
H -2.96611 -1.80124 1.80696 0.000
H -4.31196 -2.78853 1.26423 0.000
H -4.97567 -0.69321 -0.15531 0.000
H -3.87772 0.19638 0.90161 0.000
H -5.42279 -1.29317 2.70494 0.000
H -5.66845 0.39900 2.34592 0.000
H -6.95662 -1.43354 0.39382 0.000
H -7.60727 -1.51047 2.04796 0.000
H -9.59497 -0.42554 0.68883 0.000
H -8.49201 -0.23358 -0.69499 0.000
H -9.20345 1.20348 0.08817 0.000
H 3.46846 0.39028 -1.75153 -0.002
H 4.25214 1.70925 -0.93386 -0.003
H 2.93071 3.94404 -2.28921 -0.003
H 3.55557 3.72290 -0.65697 -0.002
H 1.87939 4.23939 -0.92559 -0.003
H 1.15661 2.63981 -3.19206 -0.001
H 2.66213 1.74349 -3.41629 0.000
H 1.19892 0.90419 -2.85227 0.001
H -0.02762 1.25553 2.64263 -0.002
H -0.89384 1.39212 1.11322 0.013
H 0.20800 0.03173 1.37527 -0.005
H 1.08189 3.27766 2.65780 0.000
H 1.87429 3.99629 1.27792 -0.003
H 0.10120 3.80018 1.26887 -0.001
H 2.38892 0.81462 2.34177 0.002
H 3.23969 2.17273 1.63963 -0.002
C -8.62230 -3.26808 -1.79860 0.000
O -7.63140 -2.78548 -1.28374 0.000
N -8.83619 -3.31598 -3.12771 0.000
C -10.03158 -3.89860 -3.69704 0.000
C -7.82220 -2.75903 -4.00718 0.000
H -9.44157 -3.71119 -1.20801 0.000
H -9.78372 -4.73787 -4.35006 0.000
H -10.58751 -3.15965 -4.27763 0.000
H -10.67252 -4.26171 -2.89556 0.000
H -6.86923 -3.26922 -3.86577 0.000
H -7.66835 -1.70082 -3.79498 0.000
H -8.14711 -2.87745 -5.03829 0.000
C 6.71075 3.26793 1.36184 0.000
O 5.99042 4.03818 1.96885 0.000
N 8.05087 3.38630 1.27091 0.000
C 8.85304 2.43279 0.53633 0.000
C 8.69302 4.50622 1.93589 0.000
H 6.31445 2.38617 0.82695 0.000
H 9.57865 1.94480 1.19100 0.000
H 9.39416 2.92029 -0.27753 0.000
H 8.20301 1.66921 0.11113 0.000
H 8.49626 4.48140 3.00804 0.000
H 8.31283 5.45236 1.54988 0.000
H 9.76560 4.45056 1.76393 0.000

2.
10
Properties=species:S:1:pos:R:3:nbo_charge:R:1 method="wB97M-V/def2-TZVPD" smiles="O=[P@]([O-])(Cl)[C@H]1CO1" homo_lumo_gap_ev=9.24 charge=-1 e_homo_ev=-5.439 mol_weight_g_mol=141.47 e_above_lowest_kcal_mol=40.6
O 2.09146 -0.70160 1.15614 -1.129
P 1.01128 -1.00222 0.23612 2.088
O -0.08159 -1.97798 0.59538 -1.153
Cl 1.69632 -1.73381 -1.54160 -0.415
C -0.07083 0.45935 -0.47026 -0.282
C -1.08829 1.03060 0.44236 -0.165
O -0.26817 1.88741 -0.41082 -0.527
H -0.56378 0.06008 -1.37686 0.175
H -2.09001 0.95033 -0.05226 0.195
H -0.63638 1.02785 1.42182 0.213

3.
57
Properties=species:S:1:pos:R:3:mulliken_spin:R:1 method="wB97M-V/def2-TZVPD" homo_lumo_gap_ev="6.61 / 6.00" spin_multiplicity=2 charge=+3 e_homo_ev="-18.067 / -18.066" mol_weight_g_mol=606.25 e_above_lowest_kcal_mol=0.0
Au -0.70535 -0.81433 -0.93526 -0.001
C 1.67653 -2.64442 -2.76027 0.000
C 2.10855 -1.62601 -1.76601 0.000
C 3.38562 -1.26401 -1.32937 0.000
C 3.20875 -0.28439 -0.37477 -0.002
N 1.89222 -0.04067 -0.23805 -0.002
N 1.24493 -0.86002 -1.09035 0.002
B 1.00175 0.83927 0.66569 -0.031
N 0.19249 -0.12500 1.59164 -0.001
C -0.16298 -0.09349 2.89032 -0.001
C -0.89923 -1.21801 3.19656 -0.001
C -1.00172 -1.94718 2.01342 0.000
C -1.67098 -3.24920 1.75152 0.000
N -0.31160 -1.30582 1.06376 -0.001
N 0.10665 1.71340 -0.28030 0.006
C -0.29771 2.99261 -0.16124 -0.006
C -1.12836 3.31266 -1.21174 0.000
C -1.22891 2.15619 -1.99112 -0.001
C -1.98533 1.92300 -3.24898 0.000
N -0.45526 1.21319 -1.44187 0.002
N 1.93592 1.81269 1.44053 0.253
C 2.74797 2.80443 0.81910 0.095
C 3.47445 3.40933 1.78326 0.028
C 3.09220 2.77317 2.98938 0.252
C 3.53360 2.97380 4.36180 0.003
N 2.12968 1.78192 2.70805 0.326
H 2.53631 -3.01177 -3.31483 0.000
H 1.21691 -3.50117 -2.26338 0.000
H 0.97388 -2.22024 -3.47996 0.000
H 4.31943 -1.67333 -1.67594 0.000
H 3.93926 0.24965 0.21166 0.000
H 0.16138 0.70589 3.53258 0.000
H -1.29121 -1.48798 4.16258 0.000
H -2.55472 -3.35908 2.37630 0.000
H -1.96628 -3.34522 0.70569 0.000
H -0.99379 -4.07123 1.98880 0.000
H 0.03362 3.61313 0.65738 -0.004
H -1.58761 4.26715 -1.40686 0.000
H -2.79318 2.64415 -3.34488 0.000
H -1.32569 2.04114 -4.11017 0.000
H -2.41163 0.91960 -3.27577 0.000
H 2.70835 2.94842 -0.25020 -0.007
H 4.19054 4.20675 1.67055 0.002
H 4.20190 3.82368 4.46142 -0.001
H 2.66749 3.08199 5.02443 0.037
H 4.04572 2.06402 4.70839 0.051
C -2.32479 -2.77871 -2.52501 0.000
N -3.51081 -2.47997 -1.73641 0.000
C -3.64642 -1.41385 -0.94706 0.000
N -4.82010 -1.14017 -0.39578 0.000
O -2.68312 -0.60011 -0.67484 0.000
H -2.54857 -3.61329 -3.18600 0.000
H -1.49458 -3.11966 -1.89519 0.000
H -2.04233 -1.93564 -3.16100 0.000
H -4.32716 -3.05023 -1.89831 0.000
H -5.65627 -1.66009 -0.61123 0.000
H -4.90046 -0.33694 0.20736 0.000

4.
14
Properties=species:S:1:pos:R:3:nbo_charge:R:1 method="wB97M-V/def2-TZVPD" homo_lumo_gap_ev=8.47 charge=0 e_homo_ev=-9.395 mol_weight_g_mol=101.10 e_above_lowest_kcal_mol=105.0
C -1.92808 0.04176 0.14440 -0.720
C -0.67918 0.06872 -0.70810 0.573
N -0.08345 1.23178 -1.04522 -0.450
O -0.06867 -0.99204 -0.97885 -0.528
C 1.46382 -1.05053 0.56176 -0.221
C 1.92560 0.17468 0.13574 0.153
O 1.20628 1.21787 0.33394 -0.425
H -1.65960 0.29837 1.17766 0.233
H -2.66901 0.77162 -0.19861 0.225
H -2.37050 -0.95642 0.12971 0.236
H -0.60180 2.02237 -0.65793 0.344
H 0.67181 -1.10619 1.30009 0.207
H 2.00825 -1.96361 0.34503 0.213
H 2.78452 0.24163 -0.53961 0.160

5.
13
Properties=species:S:1:pos:R:3:nbo_charge:R:1 method="wB97M-V/def2-TZVPD" smiles="C=C1C=CC=C1C#N" homo_lumo_gap_ev=9.12 charge=0 e_homo_ev=-9.612 mol_weight_g_mol=103.12 e_above_lowest_kcal_mol=53.6
C 0.61136 1.79758 0.01301 -0.311
C 0.04998 0.59214 0.10576 -0.029
C -1.49398 0.42998 -0.17085 -0.200
C -1.65989 -0.91451 -0.07137 -0.221
C -0.22180 -1.50316 0.05509 -0.107
C 0.66330 -0.62911 0.13275 -0.248
C 2.08111 -0.53945 -0.20416 0.287
N 3.22251 -0.49669 -0.10777 -0.297
H -0.21548 2.59890 -0.17415 0.222
H 1.60683 1.87811 0.47923 0.231
H -2.26351 1.09299 -0.21092 0.218
H -2.45462 -1.69874 -0.16673 0.233
H 0.07420 -2.60803 0.32011 0.222

6.
11
Properties=species:S:1:pos:R:3:nbo_charge:R:1 method="wB97M-V/def2-TZVPD" homo_lumo_gap_ev="6.79 / 6.79" charge=0 e_homo_ev="-7.286 / -7.286" mol_weight_g_mol=78.05 e_above_lowest_kcal_mol=120.5
C -2.36312 0.03564 -0.28998 0.249
C 1.73805 0.85894 0.52256 -1.095
O -1.19222 -0.13072 0.16871 -0.561
P 0.93453 -0.47328 -0.27277 0.823
H -3.27380 -0.47201 0.14262 0.156
H -2.31392 0.32283 -1.31320 0.138
H 1.92015 0.67013 1.64538 0.218
H 1.18362 1.79338 0.46941 0.209
H 2.00395 -1.43798 -0.66499 -0.071
H 0.67634 -0.13691 -1.54817 -0.033
H -0.01736 -1.63440 0.01248 -0.032

7.
17
Properties=species:S:1:pos:R:3:nbo_charge:R:1 method="wB97M-V/def2-TZVPD" smiles="C[Si](O[N+](=O)[O-])(O[N+](=O)[O-])O[N+](=O)[O-]" homo_lumo_gap_ev=11.16 charge=0 e_homo_ev=-11.526 mol_weight_g_mol=229.13
C 0.75549 -0.38765 -1.67824 -1.201
Si 0.07717 -0.20398 0.06802 2.232
O -1.50235 0.42401 -0.13051 -0.662
N -2.43966 0.15484 -0.99156 0.752
O -3.42444 0.82458 -0.98660 -0.340
O -2.17254 -0.63978 -1.83424 -0.399
O 0.62636 0.89123 1.12599 -0.769
N 0.66952 2.28646 0.85937 0.772
O 1.15595 2.89666 1.72905 -0.293
O 0.25985 2.60315 -0.16585 -0.319
O -0.00930 -1.62493 1.02180 -0.762
N 0.88666 -1.93141 2.13175 0.756
O 0.28430 -2.18015 3.10462 -0.279
O 2.04736 -1.77079 1.96303 -0.319
H 1.87290 -0.69556 -1.84672 0.273
H 0.22227 -1.23338 -2.12906 0.283
H 0.69045 0.58671 -2.24085 0.276

8.
31
Properties=species:S:1:pos:R:3:nbo_charge:R:1 method="wB97M-V/def2-TZVPD" homo_lumo_gap_ev=7.27 charge=+2 e_homo_ev=-15.225 mol_weight_g_mol=235.29
C 5.02587 -1.75887 0.54488 -0.236
C 5.76241 -0.98220 -0.44188 0.074
N 5.32482 -0.08542 -1.38519 -0.335
C 3.96930 0.01885 -1.24899 0.041
C 3.06625 -0.62396 -0.31931 0.005
N 1.63538 -0.30416 -0.35592 -0.281
C 0.82537 -0.49294 -1.45361 0.121
C -0.62071 -0.18188 -1.40251 -0.198
C -1.21884 0.32417 -0.16366 0.008
C -2.71182 0.65597 0.05169 0.052
C -3.49148 -0.32900 0.85878 -0.214
C -4.91457 -0.07408 1.12637 0.103
N -5.52361 1.07849 0.65695 -0.436
C -4.81366 2.00513 -0.08453 0.108
C -3.40758 1.86151 -0.43371 -0.212
C -0.31147 0.53909 0.99709 -0.206
C 1.09124 0.19713 0.83200 0.096
C 3.57779 -1.60238 0.66054 -0.156
H 5.56534 -2.47252 1.21252 0.267
H 6.87943 -1.13318 -0.44375 0.234
H 3.48614 0.72584 -1.98640 0.209
H 1.25374 -0.90013 -2.40863 0.282
H -1.28864 -0.33964 -2.28796 0.277
H -2.99540 -1.24736 1.26716 0.279
H -5.51282 -0.81240 1.71356 0.278
H -6.51368 1.27092 0.84690 0.474
H -5.35723 2.92722 -0.41483 0.275
H -2.82190 2.59632 -1.02978 0.285
H -0.64350 0.91028 1.99268 0.277
H 1.77658 0.33986 1.71009 0.275
H 2.90727 -2.11066 1.38946 0.250